ORCA calculation (ωB97M-V with the def2-TZVPD basis set) on C17H16HfN4O4S as an isolated structure at a distorted geometry.

The geometry in XYZ format:
```
43
Properties=species:S:1:pos:R:3:forces:R:3
Hf 0.326581 0.066430 -0.526154 -2.24 0.54 2.09
C 6.441991 -2.394675 -4.257148 0.04 0.04 0.00
C 5.017478 -2.117945 -3.898826 -0.11 -0.03 -0.09
C 4.689110 -1.622626 -2.629760 0.01 0.00 0.06
C 3.385793 -1.324306 -2.302424 -0.01 -0.09 -0.17
C 2.396927 -1.537537 -3.265244 -0.25 0.10 0.31
C 2.683914 -2.029569 -4.530707 -0.29 -0.03 -0.11
C 4.000068 -2.320282 -4.834004 0.06 0.00 0.07
S 0.777667 -1.054879 -2.879058 0.26 0.46 -1.08
O 0.454382 -1.613085 -1.467644 0.61 -2.12 -1.20
O -0.225424 -1.336625 -3.837444 0.22 -0.28 -0.19
N 0.819388 0.553271 -2.435582 -0.19 -0.50 -1.31
C -0.223488 1.340508 -3.029513 -0.27 0.33 -0.62
C -0.207879 1.702252 -4.352923 0.09 -0.02 0.29
C -1.290742 2.392567 -4.925890 -0.06 0.07 -0.06
C -2.381024 2.725908 -4.174496 0.02 0.04 -0.12
C -2.426797 2.389425 -2.803315 0.19 -0.04 0.24
C -3.500036 2.730984 -1.959494 0.09 -0.05 0.02
C -3.483175 2.363818 -0.631904 -0.07 0.04 0.03
C -2.409479 1.636217 -0.142707 -0.01 0.01 -0.01
N -1.361560 1.289563 -0.899220 -0.87 0.67 -0.51
C -1.343194 1.681083 -2.228565 -0.08 0.13 -0.41
H 7.001989 -2.780915 -3.407138 -0.01 0.00 0.00
H 6.918256 -1.461290 -4.567867 0.03 -0.03 -0.01
H 6.515320 -3.098417 -5.083041 0.01 -0.01 0.00
H 5.473936 -1.478877 -1.898312 -0.03 0.02 0.02
H 3.142296 -0.937764 -1.321839 0.14 0.02 0.10
H 1.888269 -2.184986 -5.248738 0.05 -0.01 -0.02
H 4.242834 -2.715023 -5.811511 0.00 0.00 0.00
H 0.649667 1.438014 -4.958014 0.00 0.00 -0.01
H -1.246737 2.654474 -5.973859 -0.03 0.00 0.01
H -3.219306 3.247539 -4.617372 0.01 0.03 0.02
H -4.335626 3.288380 -2.364670 -0.01 0.00 0.01
H -4.292498 2.626111 0.033656 0.00 -0.02 0.00
H -2.393593 1.316705 0.891418 0.02 0.01 0.02
N -0.287294 -0.666939 1.634650 0.22 -0.07 0.43
N 1.017587 -1.278902 1.532459 -0.04 0.56 -0.18
C 2.116947 -0.407387 1.217763 0.80 -0.44 1.22
O 3.235312 -0.742330 1.418308 -0.12 0.06 -0.04
O 1.691108 0.696615 0.595433 1.93 0.87 1.36
H -0.335716 -0.070285 2.459040 -0.07 0.12 0.05
H -0.965180 -1.413131 1.769876 -0.02 -0.11 -0.09
H 1.255099 -1.950698 2.253495 -0.03 -0.26 -0.10
```
Forces are in eV/Å.

Results
**HOMO-LUMO gap**: 7.9 eV
**Multiplicity**: 1
**Maximum force**: 3.12 eV Å⁻¹
**Relative energy (zero: lowest compared OMol25 entry of this formula, charge and spin)**: 0.426 eV
**DFT total energy**: -44167.8004 eV
**Total charge**: +2